[1]
ORCA calculation (the ωB97M-V functional and the def2-TZVPD basis) on 2 unconnected molecules or ions with the total composition C30H34BF5O2.

Computed properties:
LUMO in eV: -4.257
2S+1: 1
Gap between HOMO and LUMO in eV: 1.6

Last column: Löwdin charge in e.
CARTESIAN COORDINATES (ANGSTROEM)
C  2.9784  -5.4494  0.1612  -0.0257
C  3.3815  -4.0279  0.5125  -0.4815
C  3.0770  -3.8693  1.9981  -0.0219
C  4.8928  -3.5983  0.1504  -0.4777
C  5.9210  -3.8495  1.2412  -0.0249
C  5.4414  -4.3069  -1.0818  -0.0255
O  4.7820  -2.2097  -0.1063  0.0621
B  3.3920  -1.9277  -0.3144  -0.8618
C  2.8273  -0.8020  0.7685  -0.0780
C  3.6512  -0.1603  1.6836  -0.0168
C  3.1280  0.8469  2.5129  -0.0148
C  1.7802  1.1694  2.4151  -0.1641
C  1.2210  2.2776  3.2741  -0.5262
F  -0.1005  2.5194  3.0389  0.0848
F  1.3310  2.0026  4.6122  0.1065
F  1.8781  3.4621  3.0606  0.1007
C  0.9286  0.4934  1.5552  -0.0213
C  1.4646  -0.5177  0.7440  -0.0277
C  3.0741  -1.1154  -1.7951  -0.1375
C  4.1626  -0.1327  -2.1088  -0.1362
O  2.5966  -3.1220  -0.2455  0.0655
H  3.5680  -6.1578  0.7513  0.0856
H  1.9284  -5.5942  0.4283  0.0859
H  3.0988  -5.6717  -0.8984  0.0797
H  3.5540  -4.6772  2.5698  0.0860
H  3.3969  -2.9014  2.4002  0.0834
H  1.9909  -3.9547  2.1433  0.0961
H  6.0011  -4.9274  1.4300  0.0881
H  6.8994  -3.4972  0.8980  0.0871
H  5.6770  -3.3390  2.1756  0.0799
H  5.6138  -5.3683  -0.8622  0.0828
H  4.7805  -4.2237  -1.9483  0.0929
H  6.4151  -3.8686  -1.3391  0.0896
H  4.7096  -0.4071  1.7616  0.1170
H  3.7777  1.3641  3.2125  0.1156
H  -0.1246  0.7284  1.4960  0.0995
H  0.8077  -1.0421  0.0607  0.1127
H  2.9845  -1.8833  -2.5601  0.0870
H  2.1034  -0.6403  -1.6807  0.0693
H  4.0841  0.1678  -3.1657  0.0625
H  4.0646  0.7424  -1.4588  0.0712
H  5.1643  -0.5517  -1.9603  0.0700
C  -7.4739  -1.1332  -3.4836  -0.0236
C  -6.6759  0.0498  -3.0762  -0.1870
C  -5.8599  -0.0235  -1.9464  -0.1927
F  -5.9094  -1.1706  -1.2004  0.0727
C  -5.0280  1.0013  -1.5452  0.0572
C  -4.9924  2.2139  -2.2825  -0.1973
C  -4.0432  3.2347  -1.9674  0.1136
C  -3.8424  3.8134  -0.6956  -0.1801
C  -4.3066  3.2121  0.5147  0.0933
C  -3.8620  3.7017  1.7291  -0.1775
F  -4.2016  3.0303  2.8753  0.0773
C  -3.0742  4.8461  1.8502  -0.1622
C  -2.6442  5.3285  3.1860  -0.0031
C  -2.7795  5.5451  0.6717  -0.0003
C  -3.1343  5.0543  -0.5679  0.0177
C  -5.8930  2.3318  -3.3877  -0.0027
C  -6.7287  1.2858  -3.7419  -0.0118
H  -8.0866  -0.8807  -4.3523  0.0851
H  -6.8367  -1.9854  -3.7450  0.1025
H  -8.1457  -1.4728  -2.6879  0.0986
H  -4.3607  0.8633  -0.6968  0.1330
H  -3.5253  3.7021  -2.7996  0.1395
H  -4.9594  2.3491  0.4821  0.1198
H  -2.1525  6.2977  3.0651  0.0899
H  -3.4894  5.4703  3.8675  0.1043
H  -1.9400  4.6416  3.6688  0.1016
H  -2.1968  6.4698  0.7578  0.1324
H  -2.8473  5.5798  -1.4851  0.1291
H  -5.9012  3.2747  -3.9480  0.1247
H  -7.4135  1.3895  -4.5891  0.1262


[2]
ORCA calculation (the ωB97M-V functional and the def2-TZVPD basis) on a molecular structure, C30H34Br2FeN6O2.

Computed properties:
Energy relative to the best compared isomer or geometry (same formula, charge and spin) in kcal per mole: 23.2
Net charge: +1
LUMO (alpha / beta) in eV: -4.104 / -4.644
2S+1: 6
⟨S²⟩: 8.8214
Gap between HOMO and LUMO (alpha / beta) in eV: 6.1 / 5.5

Last column: Mulliken spin population.
CARTESIAN COORDINATES (ANGSTROEM)
Fe  -0.1190  0.1423  -0.0962  4.1617
C  -3.2850  -1.0982  2.5341  -0.0047
C  -2.3709  -0.9391  1.3682  0.0738
N  -1.2403  -0.1763  1.4733  -0.0099
N  -1.1502  0.6927  2.4720  -0.0349
C  -0.3712  1.7226  2.2047  -0.0138
O  0.1180  1.8685  1.0239  0.0866
C  -0.0400  2.6960  3.2468  0.0233
C  -0.1719  2.3958  4.6037  -0.0092
C  0.2553  3.3077  5.5492  0.0034
C  0.8102  4.5179  5.1566  -0.0068
C  0.9190  4.8290  3.8097  0.0029
C  0.5047  3.9214  2.8576  -0.0024
C  -2.6536  -1.4529  0.0946  0.0558
C  -3.7454  -2.3181  -0.1894  0.0501
C  -4.0091  -2.6798  -1.4825  -0.0169
C  -3.2081  -2.1710  -2.5175  0.0445
C  -2.1469  -1.3507  -2.1741  0.0097
N  -1.8492  -1.0168  -0.9331  0.0670
H  -2.9708  -0.4336  3.3339  0.0008
H  -3.2659  -2.1235  2.9027  0.0073
H  -4.3121  -0.8617  2.2591  0.0046
H  -0.5856  1.4448  4.8971  -0.0011
H  0.1636  3.0718  6.5962  0.0001
H  1.1681  5.2126  5.8992  -0.0004
H  1.3353  5.7743  3.4998  0.0001
H  0.5964  4.1368  1.8031  0.0059
H  -4.3602  -2.6732  0.6205  0.0036
H  -4.8287  -3.3413  -1.7133  -0.0001
H  -3.4053  -2.4176  -3.5475  0.0019
H  -1.5028  -0.9353  -2.9367  0.0055
C  -3.5686  1.9497  -0.1762  -0.0058
C  -2.7084  2.3548  -1.3235  0.0202
C  -3.1730  3.2889  -2.2731  -0.0070
C  -2.3551  3.6893  -3.2952  0.0123
C  -1.0552  3.1575  -3.3931  -0.0167
C  -0.0963  3.5285  -4.3658  0.0488
Br  -0.5265  4.8317  -5.6712  0.0044
C  1.1644  2.9721  -4.3774  -0.0256
C  1.5000  2.0010  -3.4438  0.0594
Br  3.2027  1.1875  -3.4620  0.0051
C  0.6022  1.5580  -2.4562  0.0074
O  0.8973  0.6331  -1.6222  0.1611
C  -0.6923  2.1916  -2.4246  -0.0094
N  -1.5090  1.8214  -1.4277  0.0502
H  -4.3265  2.7018  0.0228  -0.0002
H  -2.9575  1.8095  0.7103  0.0040
H  -4.0698  1.0057  -0.3922  0.0027
H  -4.1683  3.6897  -2.1806  -0.0001
H  -2.6942  4.4111  -4.0218  0.0014
H  1.8934  3.2800  -5.1120  -0.0002
C  0.8722  -2.6116  -1.9611  0.0055
N  0.9605  -2.2649  -0.5466  0.0540
C  0.2760  -3.2694  0.2605  0.0124
C  2.3799  -2.1761  -0.1950  -0.0075
C  2.6276  -1.5926  1.1861  0.0076
N  2.1982  -0.2035  1.3202  0.0718
C  3.1087  0.7127  0.6447  0.0047
C  2.1230  0.1227  2.7364  0.0065
H  1.4914  -3.4846  -2.2000  0.0046
H  1.2100  -1.7672  -2.5571  0.0036
H  -0.1567  -2.8454  -2.2203  0.0014
H  0.8034  -4.2318  0.2348  0.0022
H  -0.7288  -3.4175  -0.1265  0.0038
H  0.1910  -2.9351  1.2905  -0.0048
H  2.8698  -1.5589  -0.9482  -0.0035
H  2.8391  -3.1770  -0.2291  0.0061
H  3.7039  -1.6805  1.4070  0.0073
H  2.0940  -2.1781  1.9354  -0.0035
H  4.1298  0.6220  1.0385  0.0056
H  2.7585  1.7304  0.7912  -0.0017
H  3.1282  0.5108  -0.4223  0.0008
H  3.0526  -0.1438  3.2507  0.0029
H  1.2974  -0.4164  3.1980  -0.0027
H  1.9597  1.1871  2.8707  0.0022


[3]
ORCA calculation (the ωB97M-V functional and the def2-TZVPD basis) on a molecular structure, C30H34Cl3F5Ge2NiO.

Computed properties:
LUMO (alpha / beta) in eV: 0.178 / 0.178
2S+1: 1
Gap between HOMO and LUMO (alpha / beta) in eV: 7.7 / 7.7

Last column: Löwdin charge in e.
CARTESIAN COORDINATES (ANGSTROEM)
Ni  0.3115  1.5396  1.2315  0.0611
Cl  -1.6642  3.8106  1.8287  0.6086
C  -0.9898  4.6830  0.4510  -0.9172
Cl  -0.0564  3.5908  -0.5927  0.6743
H  -0.3124  5.4450  0.8176  0.0185
H  -1.7994  5.1038  -0.1348  0.0333
C  1.4028  -2.0350  3.1636  -0.1814
C  0.2616  -1.1733  3.6992  -0.3764
Ge  -0.7000  -0.1838  2.2841  0.8953
C  -2.4477  0.3354  3.0826  -0.3730
C  -3.5101  0.6431  2.0305  -0.2033
C  -1.2371  -1.7470  1.1746  -0.1920
C  -1.3069  -2.0038  -0.1300  -0.3077
Ge  -0.8099  -0.6750  -1.4655  0.9825
C  -2.0601  0.8106  -1.5815  -0.3177
C  -3.4920  0.4089  -1.9308  -0.1581
C  -0.1059  -1.3076  -3.1758  -0.2896
C  -1.0371  -2.1549  -4.0423  -0.1507
C  -1.7734  -3.3255  -0.6343  -0.2663
C  -1.1011  -4.4921  -0.2765  -0.0348
C  -1.5282  -5.7265  -0.7413  -0.0788
C  -2.6370  -5.8145  -1.5696  -0.0920
C  -3.3161  -4.6587  -1.9311  -0.0844
C  -2.8808  -3.4267  -1.4714  -0.0670
H  1.8973  -2.5974  3.9574  0.0658
H  2.1649  -1.4302  2.6647  0.0474
H  1.0392  -2.7528  2.4264  0.0484
H  0.6293  -0.4639  4.4433  0.0527
H  -0.4794  -1.7986  4.2036  0.0595
H  -2.2788  1.2073  3.7193  0.0464
H  -2.7868  -0.4708  3.7370  0.0582
H  -3.1823  1.4368  1.3556  0.0124
H  -4.4511  0.9682  2.4791  0.0664
H  -3.7199  -0.2366  1.4195  0.0536
H  -1.5492  -2.5753  1.8195  0.0816
H  -1.6546  1.5127  -2.3101  0.0608
H  -2.0394  1.3084  -0.6077  0.0238
H  -3.5443  -0.1350  -2.8753  0.0578
H  -4.1317  1.2869  -2.0255  0.0718
H  -3.9231  -0.2245  -1.1533  0.0569
H  0.8183  -1.8527  -2.9656  0.0742
H  0.1799  -0.3951  -3.7087  0.0714
H  -1.2715  -3.1037  -3.5636  0.0539
H  -0.5730  -2.3718  -5.0052  0.0709
H  -1.9803  -1.6440  -4.2429  0.0628
H  -0.2331  -4.4203  0.3662  0.1122
H  -0.9928  -6.6221  -0.4577  0.1024
H  -2.9702  -6.7768  -1.9329  0.0998
H  -4.1851  -4.7193  -2.5722  0.1034
H  -3.4159  -2.5254  -1.7586  0.1004
Cl  4.0667  6.1470  -0.3272  0.6672
C  3.3381  4.8625  0.5872  -0.6718
C  2.4275  5.1690  1.5893  -0.1219
C  1.8304  4.1447  2.2985  -0.0712
C  2.1386  2.7990  2.0453  -0.3278
C  1.4242  1.7121  2.7427  -0.1876
C  3.0888  2.5335  1.0504  -0.0374
C  3.6801  3.5493  0.3180  -0.0990
H  2.2001  6.2043  1.8049  0.1075
H  1.1116  4.3771  3.0751  0.1101
H  0.9684  2.0161  3.6873  0.0702
H  2.0563  0.8408  2.9204  0.0537
H  3.3659  1.5042  0.8530  0.1135
H  4.4066  3.3300  -0.4525  0.1059
F  5.8805  0.2763  -2.4467  0.1288
C  4.6069  0.2449  -2.0551  -0.1391
C  4.1657  -0.7453  -1.1917  -0.1381
F  5.0174  -1.6697  -0.7523  0.1320
C  2.8401  -0.7732  -0.7869  -0.1444
F  2.4376  -1.7385  0.0448  0.1224
C  1.9245  0.1810  -1.2216  -0.2645
O  0.6808  0.2025  -0.7394  -0.2103
C  2.3896  1.1521  -2.1078  -0.1547
F  1.5437  2.0824  -2.5645  0.0769
C  3.7099  1.1961  -2.5186  -0.1484
F  4.1227  2.1515  -3.3505  0.1295


Question: Which formula does entry 3 have?
Answer: C30H34Cl3F5Ge2NiO


Question: Among the records above, which one has the highest 2S+1?
Answer: C30H34Br2FeN6O2